No. 1
Below is a 3-piece molecular cluster, C32H51BCl2N2O5 overall at a distorted geometry, with properties calculated with ωB97M-V/def2-TZVPD.

* E_tot: -72943.4505 eV
* charge: 0
* Kohn-Sham gap: 0.26421 hartree
* SMILES: C=Cc1c(CCCCOC=O)cc(N)c2c1C(=O)C([C@H](Cl)[C@H](C)Cl)=C(B(N)O)C2=O.CCCCCC.CCCCCC
* F_max: 4.98 eV Å⁻¹

```
93
C32H51BCl2N2O5 (ωB97M-V/def2-TZVPD)
C -1.709 3.710 -0.038
C -1.198 3.958 -1.364
C -0.615 2.792 -2.288
C -1.203 2.612 -3.714
C -2.357 3.580 -4.237
C -1.874 5.087 -4.528
C -0.374 5.215 -5.092
C 0.606 5.976 -4.033
O 1.612 6.767 -4.767
C 2.434 5.855 -5.525
O 3.545 5.448 -5.127
C -0.684 1.485 -4.676
C 0.484 0.540 -4.217
N 0.942 -0.507 -5.142
C 1.121 0.721 -2.821
C 0.535 1.839 -1.873
C 1.211 1.948 -0.430
O 1.318 3.070 0.150
C 1.793 0.593 0.231
C 1.696 0.471 1.815
Cl -0.006 1.106 2.255
C 2.797 1.444 2.543
C 2.152 2.654 3.367
Cl 4.089 2.055 1.392
C 2.337 -0.361 -0.658
B 2.995 -1.737 -0.106
N 2.265 -3.028 -0.392
O 4.234 -1.850 0.635
C 2.345 -0.164 -2.262
O 3.205 -0.682 -3.017
H -2.447 2.865 0.147
H -1.356 4.411 0.803
H -1.159 5.021 -1.767
H -3.178 3.624 -3.425
H -2.843 3.136 -5.173
H -1.964 5.743 -3.596
H -2.578 5.519 -5.321
H -0.416 5.923 -6.007
H 0.080 4.240 -5.473
H 1.114 5.257 -3.305
H -0.058 6.742 -3.503
H 2.031 5.552 -6.551
H -1.184 1.426 -5.699
H 0.249 -0.540 -5.902
H 1.870 -0.204 -5.469
H 1.725 -0.590 2.224
H 3.345 0.784 3.318
H 1.555 3.395 2.724
H 3.011 3.281 3.826
H 1.549 2.280 4.279
H 2.691 -3.795 0.164
H 2.368 -3.300 -1.380
H 4.033 -2.507 1.352
C 3.036 -7.279 5.602
C 1.905 -6.596 4.844
C 2.285 -6.234 3.408
C 3.443 -5.237 3.282
C 3.213 -3.901 3.992
C 2.026 -3.131 3.430
H 3.914 -6.634 5.685
H 2.716 -7.532 6.615
H 3.335 -8.202 5.098
H 1.578 -5.708 5.394
H 1.042 -7.270 4.819
H 1.403 -5.840 2.895
H 2.559 -7.150 2.870
H 3.626 -5.050 2.217
H 4.361 -5.690 3.669
H 4.114 -3.287 3.884
H 3.076 -4.054 5.067
H 2.171 -2.917 2.367
H 1.909 -2.178 3.955
H 1.092 -3.684 3.543
C -2.521 -0.400 -0.224
C -3.207 -0.466 1.136
C -4.287 -1.546 1.204
C -5.456 -1.349 0.233
C -6.197 -0.020 0.390
C -6.851 0.134 1.757
H -3.228 -0.159 -1.021
H -1.749 0.373 -0.223
H -2.047 -1.356 -0.463
H -3.623 0.515 1.386
H -2.451 -0.677 1.900
H -4.666 -1.605 2.229
H -3.829 -2.522 1.000
H -6.165 -2.172 0.370
H -5.094 -1.433 -0.798
H -6.974 0.041 -0.380
H -5.522 0.823 0.209
H -7.574 -0.668 1.931
H -7.382 1.088 1.818
H -6.115 0.114 2.563
```

No. 2
Below is C28H27InN4S2SbSe4 as an isolated structure, with properties calculated with ωB97M-V/def2-TZVPD.

* ΔE to the lowest compared entry with this formula, charge and spin: 0.0 kcal per mole
* E_tot: -330205.9931 eV
* charge: -2
* Kohn-Sham gap (spin up / spin down): 0.16996 / 0.21409 hartree
* F_max: 0.32 eV Å⁻¹
* multiplicity: 2

```
67
C28H27InN4S2SbSe4 (ωB97M-V/def2-TZVPD)
In -0.568 -1.905 -0.870
C -0.060 1.583 2.685
C -0.642 2.820 2.066
C -1.683 3.514 2.677
C -2.213 4.668 2.120
C -1.696 5.159 0.929
C -0.675 4.473 0.294
C -0.165 3.305 0.846
N 0.888 2.600 0.204
C 0.704 1.297 -0.325
N 1.859 0.583 -0.259
C 2.287 -0.423 -1.169
C 1.443 -1.448 -1.603
C 1.981 -2.356 -2.522
C 3.289 -2.267 -2.972
C 4.110 -1.260 -2.490
C 3.625 -0.326 -1.588
C 4.526 0.766 -1.072
N -0.375 0.815 -0.794
C -1.394 1.674 -1.268
C -2.649 1.679 -0.670
C -3.657 2.486 -1.165
C -3.422 3.291 -2.271
C -2.178 3.263 -2.884
C -1.152 2.458 -2.404
C 0.176 2.402 -3.111
H -0.354 1.497 3.730
H 1.030 1.587 2.624
H -0.409 0.682 2.173
H -2.084 3.129 3.607
H -3.033 5.177 2.611
H -2.109 6.051 0.476
H -0.303 4.808 -0.668
H 1.510 3.168 -0.353
H 2.553 0.976 0.350
H 1.364 -3.182 -2.858
H 3.677 -2.996 -3.676
H 5.143 -1.189 -2.817
H 5.506 0.706 -1.546
H 4.683 0.693 0.010
H 4.115 1.760 -1.275
H -2.830 1.034 0.178
H -4.633 2.445 -0.699
H -4.212 3.913 -2.675
H -1.999 3.866 -3.769
H 0.114 2.911 -4.074
H 0.481 1.368 -3.282
H 0.981 2.879 -2.540
Se -2.128 -1.556 1.224
Sb -3.970 -2.276 -0.399
Se -2.592 -1.802 -2.491
Se -4.350 -4.641 -0.077
Se -5.832 -0.748 -0.198
S 1.780 -2.217 2.348
C 1.154 -3.734 2.718
N -0.129 -4.043 2.383
C -0.717 -5.240 2.563
C -0.049 -6.248 3.192
C 1.272 -5.990 3.610
C 1.861 -4.779 3.379
H -0.685 -3.322 1.899
H -1.721 -5.317 2.163
H -0.518 -7.211 3.329
H 1.839 -6.770 4.107
H 2.880 -4.577 3.676
S 0.428 -5.574 -0.701
C -0.071 -4.089 -0.642
```

No. 3
Below is C20H33Br12N5O3P as an isolated structure at a distorted geometry, with properties calculated with ωB97M-V/def2-TZVPD.

* E_tot: -884643.7282 eV
* charge: +1
* Kohn-Sham gap: 0.28495 hartree
* F_max: 8.80 eV Å⁻¹

```
74
C20H33Br12N5O3P (ωB97M-V/def2-TZVPD)
C 0.877 -2.964 4.820
C -0.127 -2.993 3.524
N 0.623 -2.749 2.201
C 0.070 -1.430 1.637
C 0.651 -0.104 2.407
C 1.012 0.777 1.031
C 1.001 2.388 1.219
C 2.497 3.130 1.352
C 2.340 4.774 1.567
C 0.942 5.598 1.642
N -0.353 4.869 1.559
C -0.271 3.396 1.366
N 0.501 0.113 -0.265
C -0.952 0.518 -0.353
O -1.232 1.710 -1.169
C -2.697 1.977 -1.230
C -3.252 2.137 -2.774
P 1.584 0.412 -1.689
N 0.749 0.468 -3.113
O 2.449 1.920 -1.611
O 2.742 -0.913 -1.935
C 0.749 -1.366 0.107
C -0.036 -2.569 -0.626
C -0.427 -2.393 -2.193
N -0.151 -3.308 -3.216
H 1.238 -4.048 5.089
H 0.233 -2.554 5.733
H 1.833 -2.319 4.607
H -0.956 -2.176 3.713
H -0.667 -4.030 3.439
H 1.646 -2.632 2.436
H -1.101 -1.429 1.668
H 1.723 -0.417 2.815
H -0.077 0.372 3.190
H 2.174 0.517 0.937
H 3.516 2.557 1.307
H 3.345 5.394 1.675
H 0.924 6.785 1.765
H -1.333 2.849 1.308
H -1.670 -0.334 -0.782
H -1.403 0.753 0.728
H -3.327 1.138 -0.707
H -2.876 2.971 -0.610
H -2.985 3.209 -3.203
H -2.737 1.342 -3.466
H -4.435 2.050 -2.834
H 0.945 1.423 -3.538
H 3.367 1.678 -1.236
H 3.640 -0.572 -1.600
H 1.869 -1.663 0.395
H 0.606 -3.571 -0.529
H -1.042 -2.796 -0.032
H -1.027 -1.428 -2.554
H 0.345 -4.084 -2.707
C 1.706 -4.799 -6.218
Br -0.143 -4.597 -6.788
Br 1.853 -5.888 -4.612
Br 2.837 -5.468 -7.652
H 2.072 -3.800 -5.961
C 4.958 -0.190 2.950
Br 4.987 0.640 1.191
Br 6.601 0.144 3.935
Br 3.384 0.329 3.969
H 4.894 -1.272 2.792
C -3.852 -1.613 5.218
Br -3.715 -0.965 7.047
Br -2.841 -0.505 3.980
Br -3.362 -3.490 5.076
H -4.906 -1.535 4.930
C -5.223 4.134 -6.257
Br -5.086 4.782 -4.428
Br -4.212 5.242 -7.495
Br -4.732 2.257 -6.399
H -6.276 4.212 -6.545
```

No. 4
Below is C46H46F6InN3O11S as an isolated structure, with properties calculated with ωB97M-V/def2-TZVPD.

* ΔE to the lowest compared entry with this formula, charge and spin: 17.0 kcal per mole
* E_tot: -107761.1431 eV
* charge: -2
* Kohn-Sham gap: 0.27799 hartree
* F_max: 0.76 eV Å⁻¹

```
114
C46H46F6InN3O11S (ωB97M-V/def2-TZVPD)
In 0.547 -0.948 -0.601
C 3.675 -3.810 4.395
O 3.514 -2.867 3.354
C 2.444 -2.966 2.508
O 2.414 -2.292 1.514
N 1.498 -3.882 2.871
N 0.317 -4.014 2.109
H 4.687 -3.675 4.772
H 3.556 -4.832 4.030
H 2.972 -3.630 5.215
H 1.380 -4.099 3.846
H -0.005 -3.074 1.844
H 0.581 -4.440 1.222
C 2.990 5.033 -4.104
C 3.186 3.704 -3.421
C 2.171 2.761 -3.387
C 2.337 1.547 -2.731
C 3.536 1.273 -2.099
C 4.572 2.201 -2.135
C 4.397 3.403 -2.796
S 3.757 -0.165 -1.063
O 3.663 0.390 0.270
O 5.036 -0.757 -1.407
N 2.553 -1.129 -1.435
C 2.886 -2.517 -1.747
C 1.892 -3.539 -1.182
O 2.210 -4.725 -1.228
O 0.766 -3.112 -0.743
H 1.952 5.161 -4.409
H 3.619 5.122 -4.993
H 3.246 5.855 -3.433
H 1.222 2.975 -3.864
H 1.543 0.814 -2.715
H 5.504 1.967 -1.637
H 5.205 4.127 -2.819
H 3.877 -2.787 -1.389
H 2.883 -2.672 -2.832
C -1.232 1.993 -2.537
C -2.269 1.713 -1.470
C -3.691 1.956 -1.960
O -2.022 2.573 -0.350
C -1.610 1.780 0.765
C -2.368 0.488 0.426
O -2.161 0.392 -0.971
C -2.094 -0.867 1.094
O -0.783 -1.264 1.034
C -3.028 -1.910 0.438
C -2.494 -3.060 -0.122
C -3.325 -4.037 -0.656
C -4.700 -3.873 -0.647
C -5.244 -2.722 -0.089
C -4.413 -1.757 0.457
C -2.533 -0.803 2.579
C -2.142 -1.857 3.405
C -2.490 -1.888 4.744
C -3.252 -0.866 5.299
C -3.666 0.175 4.487
C -3.311 0.202 3.142
C -0.067 1.752 0.903
O 0.534 1.061 -0.120
C 0.501 3.193 0.822
C 1.844 3.314 0.467
C 2.446 4.558 0.382
C 1.721 5.713 0.654
C 0.387 5.601 1.013
C -0.218 4.351 1.095
C 0.336 1.282 2.319
C -0.339 1.687 3.470
C 0.100 1.312 4.732
C 1.250 0.550 4.873
C 1.951 0.176 3.735
C 1.494 0.534 2.475
H -1.153 3.077 -2.641
H -1.508 1.547 -3.491
H -0.275 1.594 -2.212
H -3.781 2.978 -2.333
H -4.402 1.816 -1.146
H -3.916 1.254 -2.762
H -2.044 2.251 1.646
H -3.427 0.723 0.605
H -1.421 -3.199 -0.132
H -2.884 -4.926 -1.090
H -5.346 -4.633 -1.071
H -6.319 -2.581 -0.070
H -4.855 -0.880 0.917
H -1.557 -2.663 2.987
H -2.165 -2.718 5.360
H -3.521 -0.885 6.348
H -4.261 0.983 4.898
H -3.652 1.039 2.547
H 2.405 2.417 0.236
H 3.489 4.624 0.093
H 2.188 6.688 0.579
H -0.197 6.491 1.220
H -1.265 4.300 1.359
H -1.225 2.306 3.415
H -0.466 1.618 5.605
H 1.602 0.266 5.859
H 2.863 -0.400 3.814
H 2.061 0.238 1.604
C -0.462 -3.130 -3.612
C -0.632 -1.605 -3.683
O -0.371 -0.893 -2.566
C -2.118 -1.349 -4.076
F -2.945 -1.885 -3.176
F -2.438 -0.052 -4.167
F -2.458 -1.895 -5.271
C 0.269 -1.093 -4.844
F 0.080 -1.736 -6.019
F 1.561 -1.263 -4.541
F 0.098 0.214 -5.105
H -1.040 -3.508 -2.773
H 0.579 -3.375 -3.438
H -0.787 -3.606 -4.538
```

No. 5
Below is a 2-piece molecular cluster, C3H7NO2 overall, with properties calculated with ωB97M-V/def2-TZVPD.

* ΔE to the lowest compared entry with this formula, charge and spin: 73.6 kcal per mole
* E_tot: -8807.3388 eV
* charge: 0
* Kohn-Sham gap: 0.34337 hartree
* F_max: 0.66 eV Å⁻¹

```
13
C3H7NO2 (ωB97M-V/def2-TZVPD)
C -1.925 0.028 0.216
C -1.013 -0.689 0.890
O -0.586 -1.927 0.576
C 1.190 0.480 -0.117
O 0.506 1.228 -0.984
N 2.489 0.570 -0.379
H -2.280 0.968 0.625
H -2.409 -0.360 -0.677
H -0.435 1.070 -0.746
H -0.542 -0.330 1.797
H -0.994 -2.189 -0.260
H 3.113 0.019 0.186
H 2.885 1.132 -1.127
```

No. 6
Below is C6H8O3 as an isolated structure at a distorted geometry, with properties calculated with ωB97M-V/def2-TZVPD.

* ΔE to the lowest compared entry with this formula, charge and spin: 89.6 kcal per mole
* E_tot: -12490.2279 eV
* charge: 0
* Kohn-Sham gap (spin up / spin down): 0.28471 / 0.28465 hartree
* F_max: 2.09 eV Å⁻¹

```
17
C6H8O3 (ωB97M-V/def2-TZVPD)
C -0.719 0.917 0.217
C 0.400 1.902 -0.138
C -0.875 -0.366 -0.694
C -0.403 0.201 1.463
C 0.016 -1.423 0.510
C 1.306 -1.723 0.290
O -0.068 -0.194 -1.850
O -2.038 -0.817 -0.851
O -0.510 0.188 2.619
H -0.516 -0.742 -2.513
H -1.683 1.427 0.336
H -0.638 -2.137 1.005
H 1.332 1.415 -0.424
H 0.643 2.585 0.678
H 0.064 2.476 -1.000
H 1.940 -1.059 -0.287
H 1.748 -2.651 0.640
```

Please write out number 3 again, unchanged.
Below is C20H33Br12N5O3P as an isolated structure at a distorted geometry, with properties calculated with ωB97M-V/def2-TZVPD.

* E_tot: -884643.7282 eV
* charge: +1
* Kohn-Sham gap: 0.28495 hartree
* F_max: 8.80 eV Å⁻¹

```
74
C20H33Br12N5O3P (ωB97M-V/def2-TZVPD)
C 0.877 -2.964 4.820
C -0.127 -2.993 3.524
N 0.623 -2.749 2.201
C 0.070 -1.430 1.637
C 0.651 -0.104 2.407
C 1.012 0.777 1.031
C 1.001 2.388 1.219
C 2.497 3.130 1.352
C 2.340 4.774 1.567
C 0.942 5.598 1.642
N -0.353 4.869 1.559
C -0.271 3.396 1.366
N 0.501 0.113 -0.265
C -0.952 0.518 -0.353
O -1.232 1.710 -1.169
C -2.697 1.977 -1.230
C -3.252 2.137 -2.774
P 1.584 0.412 -1.689
N 0.749 0.468 -3.113
O 2.449 1.920 -1.611
O 2.742 -0.913 -1.935
C 0.749 -1.366 0.107
C -0.036 -2.569 -0.626
C -0.427 -2.393 -2.193
N -0.151 -3.308 -3.216
H 1.238 -4.048 5.089
H 0.233 -2.554 5.733
H 1.833 -2.319 4.607
H -0.956 -2.176 3.713
H -0.667 -4.030 3.439
H 1.646 -2.632 2.436
H -1.101 -1.429 1.668
H 1.723 -0.417 2.815
H -0.077 0.372 3.190
H 2.174 0.517 0.937
H 3.516 2.557 1.307
H 3.345 5.394 1.675
H 0.924 6.785 1.765
H -1.333 2.849 1.308
H -1.670 -0.334 -0.782
H -1.403 0.753 0.728
H -3.327 1.138 -0.707
H -2.876 2.971 -0.610
H -2.985 3.209 -3.203
H -2.737 1.342 -3.466
H -4.435 2.050 -2.834
H 0.945 1.423 -3.538
H 3.367 1.678 -1.236
H 3.640 -0.572 -1.600
H 1.869 -1.663 0.395
H 0.606 -3.571 -0.529
H -1.042 -2.796 -0.032
H -1.027 -1.428 -2.554
H 0.345 -4.084 -2.707
C 1.706 -4.799 -6.218
Br -0.143 -4.597 -6.788
Br 1.853 -5.888 -4.612
Br 2.837 -5.468 -7.652
H 2.072 -3.800 -5.961
C 4.958 -0.190 2.950
Br 4.987 0.640 1.191
Br 6.601 0.144 3.935
Br 3.384 0.329 3.969
H 4.894 -1.272 2.792
C -3.852 -1.613 5.218
Br -3.715 -0.965 7.047
Br -2.841 -0.505 3.980
Br -3.362 -3.490 5.076
H -4.906 -1.535 4.930
C -5.223 4.134 -6.257
Br -5.086 4.782 -4.428
Br -4.212 5.242 -7.495
Br -4.732 2.257 -6.399
H -6.276 4.212 -6.545
```